(1)
This record from the Open Molecules 2025 dataset describes C11H14BrIN3O as an isolated structure in a non-equilibrium geometry. The level of theory is ωB97M-V with the def2-TZVPD basis set.

Last column: Mulliken charge in e.
Atoms and positions in Å:
C1 2.941288 2.027859 0.891550  0.455
C2 2.525314 1.181497 0.169027  -1.305
C3 2.051304 0.078729 -0.686005  0.072
I1 2.849040 0.508302 -2.626329  0.280
C4 0.481037 -0.064400 -0.571360  -0.474
N1 -0.231823 1.186856 -0.592261  -0.174
C5 -1.305464 1.262035 -1.590170  -0.778
C6 -2.737398 0.947778 -1.062914  -0.558
C7 -2.818136 -0.146089 0.030677  -0.157
C8 -2.904651 0.472081 1.456323  -1.226
C9 0.484659 -0.650035 0.865086  -0.567
N2 1.571849 -1.246667 1.177861  0.119
C10 2.465621 -1.222217 0.001908  0.221
Br1 1.842531 -2.814326 -1.097754  -0.048
N3 3.888530 -1.466289 0.223355  -0.492
C11 4.125486 -2.679710 0.392825  0.723
O1 4.550307 -3.669243 0.769553  -0.290
H1 3.335143 2.737810 1.580860  0.489
H2 0.081073 -0.701363 -1.363610  0.748
H3 -0.535533 1.483196 0.324047  0.321
H4 -1.328841 2.304029 -1.934509  0.382
H5 -1.118771 0.659298 -2.483505  0.349
H6 -3.306368 0.578174 -1.926447  0.321
H7 -3.232195 1.870804 -0.748549  0.366
H8 -2.052067 -0.926490 -0.050735  0.088
H9 -3.780260 -0.652668 -0.108658  0.397
H10 -1.930797 0.754551 1.873975  0.260
H11 -3.330880 -0.298186 2.113202  0.331
H12 -3.621314 1.295202 1.474123  0.393
H13 -0.298179 -0.607865 1.622625  0.415
H14 1.835658 -1.680151 2.057713  0.338

Atoms 1-3, force components in eV/Å:
0.3 0.5 0.8
-0.6 -1.0 -0.7
0.2 0.7 0.2

Results
Highest occupied orbital energy = -0.4691 Ha
Charge = +1
Total energy = -96284.453 eV
M = 411.061 u

(2)
This record from the Open Molecules 2025 dataset describes a 2-piece molecular cluster, C11H14BrN overall in a non-equilibrium geometry. The level of theory is ωB97M-V with the def2-TZVPD basis set.

Last column: Mulliken charge in e.
Atoms and positions in Å:
C1 2.199043 0.551200 1.817722  -1.945
C2 1.879563 0.837681 0.371686  0.543
C3 0.775695 1.866518 0.187683  -0.982
C4 -0.176520 1.097360 -0.609860  1.067
C5 -1.420420 1.420900 -0.954698  -0.449
C6 -2.224844 0.440978 -1.675983  -0.040
C7 -1.747702 -0.761791 -1.931006  -0.836
C8 -0.257266 -1.106445 -1.896468  -0.267
C9 0.443322 -0.168341 -0.942097  -0.379
N1 1.533356 -0.349665 -0.274554  -0.591
H1 2.645508 1.399007 2.251124  0.559
H2 3.034900 -0.126100 1.874753  0.388
H3 1.409024 0.309521 2.420188  0.468
H4 2.857124 1.215767 0.010010  0.225
H5 1.004661 2.849462 -0.211813  0.358
H6 0.553968 1.958727 1.266958  0.228
H7 -1.920689 2.343142 -0.730276  0.435
H8 -3.356930 0.666574 -1.832424  0.225
H9 -2.295315 -1.611283 -2.371648  0.373
H10 -0.024872 -0.754618 -2.918131  0.333
H11 0.059465 -2.118945 -1.712190  0.304
C10 -0.251071 -2.131539 1.380108  -0.759
C11 -1.313313 -1.397970 1.182523  0.248
Br1 -2.265809 -0.298194 2.303746  -0.112
H12 0.219663 -2.398492 2.286992  0.364
H13 0.275074 -2.600621 0.547739  0.221
H14 -1.635615 -1.132833 0.159915  0.021

Atoms 1-3, force components in eV/Å:
2.2 0.4 -1.2
2.6 1.4 0.8
0.4 0.0 1.9

Results
Highest occupied orbital energy = -0.2979 Ha
SMILES = C[C@@H]1CC2=CC=CCC2=N1.C=CBr
Total energy = -83163.671 eV
Relative energy (zero: lowest compared OMol25 entry of this formula, charge and spin) = 135.5 kJ/mol
M = 240.144 u

(3)
This record from the Open Molecules 2025 dataset describes one molecule with the formula C11H14BrNO4S in a non-equilibrium geometry. The level of theory is ωB97M-V with the def2-TZVPD basis set.

Last column: Mulliken charge in e.
Atoms and positions in Å:
C1 -3.822778 -1.356294 0.933057  -1.342
C2 -2.252412 -1.632118 1.045032  -0.760
C3 -1.407238 -0.591634 0.754509  0.044
C4 -1.396146 -0.395594 -0.555023  0.306
N1 -1.121545 1.158447 -1.108150  -0.367
S1 -0.226373 2.211112 -0.166029  1.240
O1 -0.109108 3.341160 -0.857156  -0.656
O2 -0.761994 2.429644 1.277174  -0.742
C5 1.387272 1.622658 -0.099587  0.245
C6 2.354166 1.545988 -1.187535  -0.372
C7 3.630382 1.286706 -1.011642  -0.307
C8 4.002086 0.463696 -0.061884  0.207
Br1 5.724480 -0.222730 0.218721  -0.171
C9 3.109759 0.265888 1.285245  -0.456
C10 1.939842 0.670824 1.174682  -0.973
C11 -0.242783 -1.056148 -1.131728  0.233
O3 0.832611 -0.480201 -2.009745  -0.569
O4 -0.345846 -2.391330 -1.273862  -0.451
H1 -4.361165 -2.204822 1.104238  0.443
H2 -4.053887 -0.984190 -0.239662  0.201
H3 -4.180270 -0.532504 1.342325  0.468
H4 -2.222843 -2.616550 0.564390  0.331
H5 -2.245960 -2.051452 2.187391  0.261
H6 -0.454501 -0.950696 1.053486  0.131
H7 -1.891671 0.261602 1.303917  0.275
H8 -2.195628 -0.401226 -1.265042  0.293
H9 -0.928637 1.453440 -1.901701  0.236
H10 1.859849 2.393486 -1.762221  0.292
H11 4.235397 1.330608 -1.971893  0.273
H12 3.629954 -0.144990 1.957747  0.868
H13 1.191015 0.680758 2.038099  0.379
H14 0.323966 -3.103542 -1.637155  0.437

Atoms 1-3, force components in eV/Å:
3.7 0.3 -6.5
-7.5 -6.9 5.0
0.0 2.7 6.7

Results
Highest occupied orbital energy = -0.3159 Ha
SMILES = CCC[C@@H](NS(=O)(=O)c1ccc(Br)cc1)C(=O)O
Total energy = -102179.002 eV
Relative energy (zero: lowest compared OMol25 entry of this formula, charge and spin) = 1281.5 kJ/mol
M = 336.207 u

(4)
This record from the Open Molecules 2025 dataset describes one molecule with the formula C11H14ClNO2S in a non-equilibrium geometry. The level of theory is ωB97M-V with the def2-TZVPD basis set.

Last column: Mulliken charge in e.
Atoms and positions in Å:
O1 3.576214 1.010414 -0.396210  -0.705
S1 2.270220 0.835838 0.166296  1.151
O2 1.943582 1.489154 1.397352  -0.657
C1 1.093213 1.438739 -1.130585  -1.434
C2 -0.298212 1.055895 -0.803631  0.328
C3 -0.932128 1.617632 0.303195  -0.132
C4 -2.205979 1.221181 0.662969  -0.691
C5 -2.860884 0.258469 -0.091974  0.398
Cl1 -4.450572 -0.248009 0.358279  -0.221
C6 -2.255522 -0.298690 -1.206666  -0.708
C7 -0.978727 0.103653 -1.556110  -0.189
N1 2.050227 -0.772646 0.401385  -0.052
C8 1.002287 -1.263596 1.282149  -0.133
C9 0.786382 -2.713178 0.844949  -0.710
C10 1.135808 -2.681016 -0.642665  -0.306
C11 2.314170 -1.708096 -0.676315  -0.653
H1 1.445219 1.034251 -2.074256  0.437
H2 1.255207 2.512849 -1.102950  0.504
H3 -0.404080 2.346839 0.897112  0.379
H4 -2.691116 1.652002 1.524388  0.436
H5 -2.778853 -1.037526 -1.793110  0.429
H6 -0.510727 -0.319105 -2.433672  0.466
H7 1.332335 -1.175822 2.318704  0.348
H8 0.089929 -0.673109 1.162557  -0.046
H9 -0.231956 -3.046125 1.032498  0.378
H10 1.476887 -3.369664 1.373719  0.277
H11 1.398246 -3.660632 -1.035844  0.397
H12 0.295284 -2.283341 -1.211467  0.064
H13 3.256813 -2.228383 -0.473130  0.334
H14 2.419480 -1.174926 -1.621326  0.313

Atoms 1-3, force components in eV/Å:
0.0 -0.1 -0.3
0.3 -0.2 -0.4
-0.4 0.0 0.2

Results
Highest occupied orbital energy = -0.3380 Ha
SMILES = O=S(=O)(Cc1ccc(Cl)cc1)N1CCCC1
Total energy = -40576.895 eV
Relative energy (zero: lowest compared OMol25 entry of this formula, charge and spin) = 0.0 kJ/mol
M = 259.758 u